The following is a DFT calculation (ωB97M-V/def2-TZVPD) of C40H56KNO5S5Si as an isolated structure.

## Properties
Net charge = -2
HOMO-LUMO gap = 4.58 eV
Electronic energy = -4869.4299 Ha
Energy above the lowest of the compared OMol25 structures with the same formula, charge and spin = 7.33 kcal per mole
LUMO = 3.587 eV

Each line ends with the Löwdin charge.
Cartesian coordinates (Å):
K  -0.986  0.222  -1.997  0.59
C  0.082  0.691  4.233  -0.03
C  -0.074  0.363  2.747  -0.63
C  0.353  -1.082  2.494  -0.02
C  -1.532  0.548  2.301  -0.01
O  0.796  1.160  1.962  -0.16
Si  1.144  2.780  2.000  -0.21
S  2.098  3.375  0.316  0.26
O  1.936  3.076  3.462  -0.18
C  3.316  3.022  3.796  -0.67
C  4.000  4.322  3.373  -0.05
C  3.997  1.825  3.152  -0.05
C  3.357  2.879  5.318  -0.04
O  -0.336  3.470  2.321  -0.17
C  -0.665  4.771  2.778  -0.66
C  -0.738  4.736  4.307  -0.04
C  -2.039  5.087  2.193  -0.04
C  0.343  5.823  2.324  -0.05
H  -0.540  0.020  4.833  0.08
H  -0.218  1.722  4.427  0.07
H  1.123  0.574  4.546  0.07
H  -0.274  -1.777  3.058  0.07
H  1.393  -1.223  2.797  0.08
H  0.277  -1.305  1.427  0.08
H  -2.175  -0.122  2.883  0.08
H  -1.634  0.265  1.249  0.07
H  -1.862  1.573  2.437  0.07
H  3.901  4.444  2.294  0.04
H  5.060  4.314  3.644  0.08
H  3.520  5.169  3.871  0.08
H  3.997  1.927  2.066  0.05
H  3.472  0.904  3.421  0.08
H  5.032  1.750  3.497  0.09
H  2.830  3.716  5.781  0.08
H  4.387  2.866  5.681  0.08
H  2.862  1.953  5.620  0.07
H  -1.483  4.003  4.625  0.08
H  -1.017  5.714  4.713  0.08
H  0.233  4.444  4.708  0.07
H  -2.756  4.319  2.492  0.08
H  -1.985  5.096  1.104  0.09
H  -2.402  6.059  2.538  0.08
H  1.325  5.627  2.756  0.06
H  0.011  6.815  2.646  0.08
H  0.449  5.809  1.240  0.07
S  -1.424  -0.212  -5.110  0.44
C  -2.708  0.983  -5.258  -0.76
C  -2.671  1.815  -6.389  -0.19
C  -3.625  2.786  -6.645  -0.16
C  -4.671  2.955  -5.745  -0.16
C  -4.728  2.149  -4.621  -0.19
C  -3.775  1.154  -4.338  -0.74
S  -4.033  0.229  -2.849  0.40
H  -1.849  1.675  -7.080  0.07
H  -3.544  3.403  -7.534  0.07
H  -5.434  3.710  -5.909  0.07
H  -5.534  2.272  -3.908  0.07
O  -1.997  -1.553  -0.523  -0.64
S  -3.448  -1.882  -0.602  0.89
C  -3.545  -3.367  -1.665  -0.31
C  -2.894  -3.249  -3.046  -0.23
C  -1.384  -3.017  -3.135  -0.28
C  -0.499  -3.742  -2.147  -0.32
S  1.136  -2.954  -1.943  0.97
O  0.901  -1.497  -1.776  -0.59
C  1.705  -3.154  -3.635  -0.38
C  2.460  -4.270  -3.962  -0.10
C  2.898  -4.437  -5.268  -0.10
C  2.582  -3.487  -6.231  -0.09
C  1.833  -2.367  -5.888  -0.06
C  1.398  -2.190  -4.584  -0.08
C  -3.778  -2.782  0.921  -0.37
C  -5.085  -3.151  1.221  -0.09
C  -5.350  -3.824  2.404  -0.10
C  -4.316  -4.105  3.288  -0.10
C  -3.017  -3.714  2.988  -0.08
C  -2.744  -3.050  1.801  -0.07
H  -4.614  -3.556  -1.794  0.09
H  -3.122  -4.197  -1.093  0.09
H  -3.374  -2.444  -3.608  0.07
H  -3.138  -4.200  -3.537  0.11
H  -1.169  -1.954  -3.068  -0.01
H  -1.082  -3.271  -4.153  0.11
H  -0.291  -4.785  -2.412  0.10
H  -0.896  -3.711  -1.129  0.07
H  2.714  -4.993  -3.193  0.10
H  3.494  -5.302  -5.532  0.09
H  2.923  -3.621  -7.250  0.09
H  1.559  -1.623  -6.625  0.11
H  0.808  -1.315  -4.333  0.04
H  -5.885  -2.898  0.534  0.11
H  -6.364  -4.118  2.645  0.10
H  -4.523  -4.619  4.219  0.09
H  -2.214  -3.918  3.686  0.10
H  -1.748  -2.717  1.540  0.09
N  3.298  0.572  -1.360  0.12
C  3.701  -0.607  -0.766  -0.33
C  3.713  -0.755  0.626  -0.03
C  4.171  -1.923  1.208  -0.11
C  4.628  -2.982  0.431  -0.14
C  4.612  -2.843  -0.950  -0.13
C  4.160  -1.677  -1.543  -0.08
H  2.820  1.260  -0.777  -0.03
H  2.829  0.443  -2.244  0.08
H  3.313  0.047  1.232  0.08
H  4.153  -2.015  2.289  0.09
H  4.977  -3.897  0.892  0.08
H  4.952  -3.657  -1.583  0.09
H  4.152  -1.579  -2.623  0.11